The following is a DFT calculation (the ωB97M-V functional and the def2-TZVPD basis) of the molecule C4H10O2.

The HOMO energy is -10.00 eV. The calculation puts the largest force on an atom at 0.016 Eh/bohr. For the calculated total energy, the calculation gives -308.87437 Ha. The value obtained for the lowest unoccupied orbital energy is 0.0268 hartree. The calculation puts the HOMO-LUMO gap at 10.730 eV. Its SMILES is CC(C)(O)CO.

Last column: natural (NBO) charge in e.
Element x y z (Å)
C -1.26398 -0.99976 -0.35710  -0.622
C -0.22375 -0.03214 0.21884  0.210
C -0.74487 1.40548 0.07622  -0.632
O 0.07562 -0.30177 1.57731  -0.731
C 1.10815 -0.30181 -0.49828  -0.087
O 2.16977 0.29613 0.26786  -0.739
H -0.99731 -2.04574 -0.17248  0.216
H -2.25212 -0.81091 0.07154  0.220
H -1.34875 -0.86045 -1.44577  0.209
H -1.01454 1.63652 -0.96155  0.204
H -1.64505 1.52321 0.69227  0.219
H -0.00942 2.14005 0.41924  0.218
H 1.00418 0.01936 1.61454  0.478
H 1.23547 -1.39104 -0.53049  0.176
H 1.09667 0.09458 -1.52018  0.179
H 2.80993 -0.37172 0.54802  0.484



The following is a DFT calculation (the ωB97M-V functional and the def2-TZVPD basis) of a cluster of 2 separate species, CH3O3P in total at a distorted geometry.

The HOMO energy is -9.56 eV. The calculation puts the largest force on an atom at 0.125 Eh/bohr. For the calculated total energy, the calculation gives -606.91278 Ha. The value obtained for the lowest unoccupied orbital energy is -0.0477 hartree. The calculation puts the HOMO-LUMO gap at 8.260 eV. Its SMILES is O=[PH]=O.C=O.

Last column: natural (NBO) charge in e.
Element x y z (Å)
C 0.46729 1.74333 -0.10537  0.306
O -0.06923 -3.18059 0.60117  -0.924
O 0.46516 2.47817 0.81096  -0.519
O 0.35073 -0.74040 -0.00955  -1.007
P -0.60476 -1.85082 0.24539  1.973
H 1.34937 1.04486 -0.30996  0.126
H -0.33517 1.67350 -0.99666  0.076
H -1.62339 -1.16805 -0.23598  -0.030



The following is a DFT calculation (the ωB97M-V functional and the def2-TZVPD basis) of a cluster of 7 separate species, C14H28Br14 in total at a distorted geometry.

The HOMO energy is -10.15 eV. The calculation puts the largest force on an atom at 0.020 Eh/bohr. For the calculated total energy, the calculation gives -36586.46749 Ha. The value obtained for the lowest unoccupied orbital energy is 0.0085 hartree. The calculation puts the HOMO-LUMO gap at 10.380 eV. Its SMILES is BrCCBr.BrCCBr.BrCCBr.BrCCBr.BrCCBr.BrCCBr.BrCCBr.

Last column: natural (NBO) charge in e.
Element x y z (Å)
Br 0.60834 -3.58046 2.36021  0.000
C 0.97119 -5.46955 2.19118  -0.459
C 2.17991 -5.84732 3.02437  -0.444
Br 2.52346 -7.74981 2.80937  -0.009
H 1.09844 -5.72224 1.14161  0.227
H 0.10104 -6.02814 2.52807  0.230
H 2.00832 -5.65603 4.07890  0.229
H 3.08934 -5.33721 2.72717  0.226
Br -1.46468 4.38423 -5.58033  0.003
C -0.16521 4.49120 -4.14557  -0.451
C -0.47238 3.41900 -3.13518  -0.471
Br 0.74246 3.53367 -1.64080  -0.005
H -0.20502 5.48275 -3.70213  0.229
H 0.81073 4.36685 -4.60396  0.226
H -0.38055 2.42415 -3.57939  0.229
H -1.50202 3.43125 -2.78953  0.239
Br 4.47630 -2.85422 2.27494  -0.012
C 4.61937 -3.89695 0.63643  -0.441
C 4.53170 -2.97992 -0.54911  -0.446
Br 4.63934 -4.03481 -2.17861  -0.012
H 3.79707 -4.60202 0.67153  0.217
H 5.56657 -4.42773 0.65569  0.230
H 5.30442 -2.22427 -0.59123  0.232
H 3.56101 -2.50087 -0.59047  0.233
Br -3.49159 3.04638 -0.26890  -0.017
C -5.12327 2.00869 -0.22352  -0.449
C -4.86054 0.63090 0.28666  -0.459
Br -6.55510 -0.27623 0.45829  0.003
H -5.54064 2.00379 -1.22495  0.228
H -5.79670 2.55765 0.42608  0.235
H -4.35920 0.62090 1.24797  0.235
H -4.24767 0.04600 -0.39555  0.221
Br -4.87290 3.59810 3.21231  -0.019
C -3.72707 2.38244 4.20337  -0.450
C -3.32346 3.02954 5.49686  -0.452
Br -2.34112 1.74491 6.55871  -0.001
H -2.87732 2.17684 3.55903  0.237
H -4.28544 1.46483 4.36072  0.226
H -4.18135 3.41264 6.03936  0.229
H -2.64103 3.85507 5.31751  0.226
Br 4.55583 0.69876 -2.80211  -0.013
C 3.49333 0.66693 -4.43632  -0.439
C 2.39267 1.67321 -4.27243  -0.456
Br 1.27122 1.69053 -5.86587  -0.012
H 3.13656 -0.34794 -4.57191  0.231
H 4.16100 0.93387 -5.24830  0.229
H 2.79256 2.66899 -4.11771  0.228
H 1.73106 1.41631 -3.45304  0.231
Br -1.65573 0.20232 2.19452  -0.022
C -0.76008 0.47779 0.48390  -0.433
C 0.32214 -0.54711 0.39049  -0.467
Br 1.21455 -0.43802 -1.31625  -0.003
H -0.35024 1.48095 0.51476  0.235
H -1.50043 0.41879 -0.30593  0.227
H -0.06526 -1.55161 0.55493  0.236
H 1.04609 -0.36779 1.18417  0.230



The following is a DFT calculation (the ωB97M-V functional and the def2-TZVPD basis) of a structure of composition C40H60Cl2F8O27P3S at a distorted geometry.

The HOMO energy is -4.64 eV. The total charge is -1. The calculation puts the largest force on an atom at 0.152 Eh/bohr. For the calculated total energy, the calculation gives -6732.92714 Ha. The value obtained for the lowest unoccupied orbital energy is 0.0595 hartree. The calculation puts the HOMO-LUMO gap at 6.258 eV.

Last column: Mulliken charge in e.
Element x y z (Å)
C 0.87754 -1.33342 3.02426  -0.151
C 1.36608 -1.55447 1.44115  0.237
C -0.01568 -1.71285 0.56752  0.229
C 0.26049 -2.08317 -1.03997  0.112
C 1.44639 -1.13269 -1.69399  -0.143
P 1.09001 -0.51190 -3.46683  0.837
C 0.28211 0.14581 -5.07384  -0.080
C -1.10075 0.97691 -4.63175  0.032
O -2.26382 0.27581 -4.52932  -0.581
C 0.91268 -2.37089 -4.02654  -0.066
C -0.63939 -2.85889 -4.20472  -0.827
F 1.57071 -2.57015 -5.37265  -0.431
O 2.72503 -0.74511 -4.12293  -0.430
C 3.62907 0.43477 -4.06905  0.270
C 3.92415 0.95084 -5.63338  -0.290
S 5.25005 -0.21806 -6.33105  -0.163
C 6.50422 0.70197 -7.36544  -0.307
C 6.46746 2.33424 -7.23798  -0.829
P 5.33692 -0.40851 -3.73854  -0.188
P 5.13046 -2.34038 -2.73562  0.738
O 4.10949 -3.34160 -3.41136  -0.605
O 4.91779 -2.20425 -0.97677  -0.500
O 6.71985 -3.12108 -2.90710  -0.565
C 2.98371 1.46855 -2.98818  0.670
C 3.71836 1.36297 -1.48819  -0.024
C 4.96880 2.39413 -1.28143  -0.981
C 2.81471 3.06204 -3.29952  -0.501
Cl 1.76252 3.44841 -4.82361  -0.120
C 2.08794 3.94958 -2.11684  0.414
C 3.01271 5.30215 -1.85527  -1.039
Cl 0.43618 4.63013 -2.74274  -0.230
O 1.54864 1.06778 -2.79077  -0.572
H 0.45398 -0.23084 3.17788  0.037
H -0.02677 -2.05676 3.19715  0.177
H 1.72968 -1.60611 3.77819  -0.254
H 1.96656 -0.56749 1.15149  -0.152
H 2.03590 -2.51668 1.42797  0.241
H -0.62438 -2.62927 1.01871  -0.154
H -0.73072 -0.77309 0.68608  -0.105
H -0.78099 -1.98313 -1.56195  -0.345
H 0.65903 -3.19930 -1.03211  0.183
H 1.45023 -0.15787 -1.00364  -0.597
H 2.44359 -1.74022 -1.64884  -0.340
H -0.28009 -0.38151 -2.94914  0.246
H -0.08459 -0.67545 -5.82215  0.344
H 0.92984 0.89769 -5.68909  0.054
H -1.13346 2.12379 -4.40459  0.208
H 1.51327 -3.10725 -3.30364  0.386
H -0.73886 -3.96170 -3.81163  0.222
H -1.39011 -2.11798 -3.66366  0.141
H -0.99344 -2.87546 -5.34370  0.260
H 3.00131 0.82771 -6.33968  0.161
H 4.28176 2.05973 -5.53140  0.212
H 6.46547 0.42300 -8.50111  0.290
H 7.58174 0.36308 -6.97873  0.227
H 7.15672 2.82928 -8.07087  0.303
H 6.96843 2.60653 -6.19024  0.188
H 5.39145 2.79597 -7.27124  0.253
H 6.13216 0.38637 -2.79193  -0.066
H 5.81163 -1.82026 -0.67754  0.324
H 7.25799 -2.98584 -2.06789  0.293
H 2.94747 1.59510 -0.60533  0.186
H 4.07525 0.24840 -1.24948  0.142
H 4.64634 3.18976 -0.48611  0.005
H 5.43607 2.83028 -2.26110  0.236
H 5.84083 1.76188 -0.76555  0.274
H 3.84785 3.61681 -3.52424  0.357
H 1.81268 3.36261 -1.14836  0.232
H 3.21561 5.76995 -2.93484  0.284
H 4.06735 5.07816 -1.40299  0.233
H 2.37856 6.07470 -1.24712  0.343
C 3.35314 1.39805 4.77607  0.217
C 4.83964 1.50271 4.74376  0.503
O 5.12820 1.67476 3.37481  -0.319
C 4.03503 2.30315 2.85832  0.499
O 4.01596 2.86376 1.77516  -0.602
O 2.96349 2.23546 3.70608  -0.299
F 5.41331 0.35092 5.15843  -0.293
H 2.99596 0.37987 4.58867  -0.216
H 2.93194 1.74901 5.72202  0.264
H 5.24268 2.34654 5.31388  0.245
C -4.07913 0.56192 0.72004  -0.622
C -3.49081 0.01815 1.97697  0.283
O -2.91724 1.15083 2.58929  -0.320
C -3.67737 2.20216 2.17267  0.512
O -3.66818 3.30355 2.69682  -0.610
O -4.45802 1.86972 1.09958  -0.406
F -2.50370 -0.86461 1.70493  0.111
H -3.35321 0.61745 -0.09809  0.430
H -4.94464 -0.01460 0.38252  0.353
H -4.22142 -0.43638 2.65457  0.440
C -8.57546 1.85721 2.63757  -0.422
C -9.20364 0.58958 2.16831  0.312
O -8.10895 -0.17022 1.70870  -0.183
C -7.04983 0.24394 2.45931  0.496
O -5.99582 -0.36332 2.54957  -0.568
O -7.31541 1.42003 3.10565  -0.266
F -10.03109 0.81910 1.12413  -0.252
H -8.43085 2.58264 1.82997  0.284
H -9.14757 2.33329 3.43846  0.269
H -9.73422 0.03540 2.94990  0.210
C 2.78164 -3.50639 5.86047  -0.526
C 3.36997 -4.05016 7.11740  0.266
O 3.94354 -2.91749 7.72972  -0.328
C 3.18341 -1.86615 7.31311  0.583
O 3.19260 -0.76477 7.83725  -0.540
O 2.40276 -2.19859 6.24001  -0.032
F 4.35708 -4.93292 6.84536  -0.304
H 3.50757 -3.45087 5.04234  0.321
H 1.91614 -4.08291 5.52295  0.300
H 2.63936 -4.50469 7.79500  0.291
C -10.22600 0.30907 -3.58315  -0.436
C -9.63768 -0.23470 -2.32622  0.339
O -9.06410 0.89798 -1.71389  -0.168
C -9.82424 1.94931 -2.13051  0.623
O -9.81505 3.05070 -1.60636  -0.542
O -10.60489 1.61687 -3.20361  -0.325
F -8.65057 -1.11746 -2.59826  -0.288
H -9.50007 0.36460 -4.40128  0.290
H -11.09151 -0.26744 -3.92067  0.266
H -10.36829 -0.68923 -1.64862  0.251
C -0.49158 2.84172 6.80931  -0.530
C -1.06696 1.67831 7.54219  0.334
O -0.68277 0.57197 6.75777  -0.283
C 0.48539 0.94649 6.16462  0.316
O 1.26218 0.17101 5.63256  -0.171
O 0.68473 2.29750 6.24534  -0.294
F -2.41737 1.73943 7.55984  -0.295
H -1.14487 3.20270 6.00787  0.307
H -0.25726 3.67749 7.47411  0.264
H -0.68569 1.55694 8.56171  0.268
C -3.37240 -3.46229 0.68397  0.106
C -2.63776 -4.68578 0.25377  0.611
O -3.39950 -5.73743 0.80211  -0.339
C -4.67505 -5.26113 0.85497  0.437
O -5.66127 -5.96168 1.01136  -0.572
O -4.71557 -3.90213 0.70347  -0.323
F -1.40241 -4.72415 0.80157  -0.298
H -3.08589 -3.12658 1.68627  0.003
H -3.24201 -2.63158 -0.01483  0.092
H -2.56820 -4.80894 -0.83229  0.334



The following is a DFT calculation (the ωB97M-V functional and the def2-TZVPD basis) of a cluster of 2 separate species, C3H5NO3 in total at a distorted geometry.

The HOMO energy (alpha / beta) is -6.68 / -10.02 eV. Its spin multiplicity is 3. The expectation value of S² is 2.006. The calculation puts the largest force on an atom at 0.110 Eh/bohr. For the calculated total energy, the calculation gives -397.58192 Ha. The value obtained for the lowest unoccupied orbital energy (alpha / beta) is 0.0177 / -0.0751 hartree. The calculation puts the HOMO-LUMO gap (alpha / beta) at 7.164 / 7.981 eV.

Last column: Mulliken spin population.
Element x y z (Å)
C 0.45658 -1.74383 -0.23107  0.000
C -1.25114 -0.11475 -0.56215  -0.006
C 1.00419 2.47308 0.70021  0.747
N 0.06845 -0.52809 -0.25043  0.012
O -0.05145 -2.96427 -0.29714  0.000
O -2.25348 -0.24970 0.09921  0.009
O 1.52483 1.39254 0.50255  0.956
H 1.55895 -1.80091 -0.07950  -0.001
H -1.23500 0.62786 -1.37322  0.007
H 1.00999 2.84177 1.75232  0.173
H 0.24521 3.13901 0.25617  0.103
H -1.07713 -3.07272 -0.51696  0.000



The following is a DFT calculation (the ωB97M-V functional and the def2-TZVPD basis) of the molecule C2H6N4O2S at a distorted geometry.

The HOMO energy is -9.35 eV. The calculation puts the largest force on an atom at 0.083 Eh/bohr. For the calculated total energy, the calculation gives -847.38280 Ha. The value obtained for the lowest unoccupied orbital energy is 0.0295 hartree. The calculation puts the HOMO-LUMO gap at 10.156 eV.

Last column: natural (NBO) charge in e.
Element x y z (Å)
C -0.68401 -0.11457 -1.03076  0.186
C 0.13606 1.32096 -1.26750  -0.324
N 0.45300 -1.10451 -1.29523  -0.277
N 1.44793 0.79598 -1.48863  -0.450
N 1.53428 -0.52785 -1.45022  0.063
N -0.75007 -1.55134 2.49996  -1.056
O 0.14627 0.61987 2.33615  -0.947
O -1.19013 -0.24734 0.22437  -0.690
S 0.02728 -0.50679 1.42020  1.627
H -1.52851 0.04398 -1.70763  0.206
H -0.30363 1.78201 -2.16643  0.204
H -0.10261 1.76319 -0.30963  0.227
H 2.34111 1.33699 -1.46133  0.408
H -0.95648 -1.05406 3.30916  0.410
H -0.57048 -2.55652 2.38752  0.411